{"formula": "C43H42BrN8OSTeZn", "method": "ωB97M-V/def2-TZVPD", "symbols": ["Zn", "Br", "C", "C", "C", "C", "C", "C", "C", "C", "C", "C", "H", "H", "H", "H", "H", "H", "N", "C", "C", "N", "C", "C", "N", "C", "C", "N", "H", "H", "H", "H", "H", "H", "C", "C", "C", "N", "N", "C", "N", "S", "H", "H", "H", "H", "H", "H", "H", "C", "C", "C", "C", "C", "C", "Te", "N", "C", "O", "C", "C", "C", "C", "C", "C", "C", "C", "C", "C", "C", "C", "C", "C", "C", "C", "H", "H", "H", "H", "H", "H", "H", "H", "H", "H", "H", "H", "H", "H", "H", "H", "H", "H", "H", "H", "H", "H", "H"], "xyz": [[-0.0037, 0.2668, 0.2967], [1.1893, -1.1473, -2.2435], [-0.1714, -0.3628, -3.3150], [-0.0244, -0.5153, -4.6852], [-0.9790, 0.0220, -5.5302], [-2.0813, 0.6567, -4.9801], [-2.2432, 0.7658, -3.6063], [-3.5105, 1.4150, -3.1064], [-3.6795, 1.3124, -1.5791], [-2.4381, 1.1197, -0.7822], [-1.3044, 0.5784, -1.2562], [-1.2505, 0.2923, -2.7173], [0.8355, -1.0415, -5.0767], [-0.8669, -0.0619, -6.6040], [-2.8451, 1.0701, -5.6304], [-3.6050, 2.4109, -3.5437], [-4.2704, 2.1411, -1.1831], [-2.4893, 1.4437, 0.2543], [3.4506, 2.2929, 1.4115], [4.1567, 1.1670, 1.0356], [3.2323, 0.2900, 0.5705], [1.9822, 0.8617, 0.6486], [2.1470, 2.0640, 1.1592], [1.0441, 2.9854, 1.3676], [-0.0801, 2.8394, 0.7275], [-0.8912, 3.8545, 1.1570], [-0.2309, 4.6245, 2.0678], [1.0208, 4.0653, 2.1890], [3.8497, 3.1480, 1.7559], [5.2247, 1.1000, 1.1367], [3.3587, -0.7064, 0.1833], [-1.8957, 3.9693, 0.7843], [-0.5282, 5.4926, 2.6285], [1.7132, 4.3261, 2.8685], [4.3222, -3.7533, -1.1097], [3.6962, -4.4794, 0.0767], [2.5242, -3.7370, 0.6448], [2.0906, -2.6101, 0.2157], [0.9695, -2.1418, 0.8683], [0.5736, -2.9585, 1.8005], [-0.5588, -2.7925, 2.5293], [1.5663, -4.3770, 1.9542], [5.0730, -4.3859, -1.5821], [4.8033, -2.8275, -0.7924], [3.5636, -3.4955, -1.8478], [4.4356, -4.6346, 0.8663], [3.3534, -5.4710, -0.2284], [-0.9503, -1.8489, 2.4482], [-0.6169, -3.2532, 3.4203], [-5.6042, -7.6232, -0.8115], [-4.9281, -6.3139, -0.4979], [-3.5954, -6.0950, -0.8215], [-2.9726, -4.8729, -0.5834], [-1.5112, -4.7308, -0.9484], [-3.7160, -3.8266, -0.0103], [-2.8191, -1.8687, 0.0196], [-1.3297, -0.1837, 1.7959], [-1.4852, 0.6143, 2.8461], [-0.5618, 1.3726, 3.2051], [-2.7608, 0.5678, 3.6368], [-3.5502, -0.5746, 3.7053], [-4.6920, -0.5893, 4.4947], [-5.0605, 0.5446, 5.2067], [-4.2859, 1.6955, 5.1232], [-3.1376, 1.7030, 4.3463], [-3.9325, -1.2767, -1.7120], [-3.9644, -2.1150, -2.7488], [-4.5710, -1.7605, -4.0401], [-4.9355, -0.5089, -4.2991], [-4.8146, 0.5420, -3.2446], [-4.6224, 0.0734, -1.7756], [-5.8572, 0.0706, -0.8860], [-5.0374, -4.0546, 0.3919], [-5.8723, -3.0280, 1.1196], [-5.6224, -5.2912, 0.1300], [-4.9221, -8.3091, -1.3131], [-6.4661, -7.4662, -1.4627], [-5.9668, -8.1061, 0.0981], [-3.0250, -6.8935, -1.2860], [-1.1426, -5.6516, -1.4021], [-0.9098, -4.5232, -0.0602], [-1.3393, -3.9078, -1.6438], [-3.2738, -1.4583, 3.1431], [-5.2937, -1.4876, 4.5562], [-5.9508, 0.5326, 5.8226], [-4.5763, 2.5843, 5.6691], [-2.5100, 2.5831, 4.2813], [-3.5125, -3.0986, -2.6703], [-4.6699, -2.5372, -4.7891], [-5.3349, -0.2281, -5.2683], [-5.6769, 1.2117, -3.3032], [-6.3469, 1.0476, -0.9165], [-5.5768, -0.1409, 0.1487], [-6.5708, -0.6910, -1.2116], [-5.2939, -2.1409, 1.3665], [-6.2611, -3.4550, 2.0469], [-6.7295, -2.7216, 0.5162], [-6.6569, -5.4521, 0.4226]], "fmax_ev_per_a": 1.2, "e_above_lowest_ev": 1.636, "multiplicity": 2}


{"formula": "C43H42N4O10PS2Tl", "method": "ωB97M-V/def2-TZVPD", "symbols": ["Tl", "C", "C", "C", "C", "C", "C", "N", "N", "C", "C", "C", "C", "C", "N", "H", "H", "H", "H", "H", "H", "H", "H", "H", "O", "C", "O", "C", "C", "C", "N", "C", "C", "C", "O", "O", "H", "H", "H", "C", "C", "O", "P", "O", "C", "C", "O", "C", "C", "H", "H", "H", "H", "H", "H", "H", "H", "H", "H", "H", "H", "H", "H", "H", "O", "S", "C", "C", "C", "C", "C", "C", "C", "C", "C", "C", "C", "C", "H", "H", "H", "H", "H", "H", "H", "H", "H", "H", "O", "C", "O", "C", "C", "C", "C", "S", "C", "C", "H", "H", "H", "H", "H"], "xyz": [[0.1828, 0.0787, -0.1185], [1.5663, 4.5947, 3.5383], [1.8673, 4.3258, 2.2099], [0.9543, 3.6482, 1.4167], [-0.2659, 3.2643, 1.9577], [-0.5746, 3.5241, 3.2882], [0.3486, 4.1893, 4.0764], [-1.1037, 2.5204, 1.0802], [-2.3119, 2.4517, 1.3865], [-3.0732, 1.5983, 0.5082], [-4.4027, 1.4042, 0.8421], [-5.1452, 0.5330, 0.0593], [-4.5325, -0.0818, -1.0180], [-3.1918, 0.1923, -1.2716], [-2.4742, 1.0118, -0.5178], [2.2869, 5.1082, 4.1631], [2.8200, 4.6242, 1.7933], [1.1651, 3.4012, 0.3821], [-1.5202, 3.1834, 3.6881], [0.1248, 4.3847, 5.1178], [-4.8155, 1.9093, 1.7040], [-6.1808, 0.3275, 0.2994], [-5.0631, -0.7864, -1.6431], [-2.6604, -0.3001, -2.0759], [-2.5113, -4.0755, 5.4479], [-2.8504, -4.3474, 4.2772], [-3.3121, -5.4014, 3.8081], [-2.5279, -3.2412, 3.2463], [-2.3203, -1.9300, 3.6653], [-1.9589, -0.9762, 2.7328], [-1.7613, -1.2501, 1.4438], [-2.0001, -2.4940, 1.0226], [-2.4057, -3.5053, 1.8887], [-1.7759, -2.7708, -0.4724], [-2.3201, -3.7719, -0.9436], [-1.0313, -1.9506, -1.0935], [-2.4076, -1.6958, 4.7178], [-1.7699, 0.0523, 3.0333], [-2.6099, -4.4947, 1.5042], [3.7054, 0.8088, 6.2139], [3.6544, 1.1014, 4.7284], [3.4338, -0.1105, 4.0220], [2.4757, 0.0180, 2.6666], [2.2966, -1.5673, 2.4081], [1.2371, -2.2398, 3.1129], [1.7955, -3.2592, 4.0771], [3.5597, 0.3320, 1.5167], [4.5730, -0.6053, 1.1382], [5.4904, 0.0774, 0.1508], [3.8545, 1.7297, 6.7803], [4.5209, 0.1216, 6.4414], [2.7722, 0.3477, 6.5359], [4.5953, 1.5483, 4.3881], [2.8555, 1.8206, 4.5085], [0.6062, -2.7112, 2.3591], [0.6234, -1.5052, 3.6387], [2.3834, -4.0049, 3.5403], [0.9694, -3.7603, 4.5851], [2.4361, -2.7782, 4.8173], [4.0881, -1.4688, 0.6822], [5.1068, -0.9434, 2.0318], [4.9032, 0.4573, -0.6843], [6.2242, -0.6342, -0.2334], [6.0216, 0.9089, 0.6165], [2.7232, -1.0081, -1.5830], [3.2263, -2.2933, -2.1380], [2.8290, -3.5835, -0.9591], [1.5050, -3.8302, -0.6197], [1.2287, -4.7732, 0.3565], [2.2685, -5.4512, 0.9842], [3.5874, -5.1962, 0.6382], [3.8733, -4.2526, -0.3410], [2.0512, -2.7721, -3.4067], [1.0242, -1.8956, -3.7004], [0.1003, -2.2575, -4.6740], [0.2203, -3.4653, -5.3388], [1.2690, -4.3310, -5.0395], [2.1917, -3.9858, -4.0688], [0.7027, -3.2888, -1.1114], [0.1996, -4.9769, 0.6243], [2.0448, -6.1810, 1.7519], [4.3925, -5.7224, 1.1354], [4.8973, -4.0274, -0.6146], [0.9405, -0.9535, -3.1742], [-0.7237, -1.5909, -4.8906], [-0.5118, -3.7470, -6.0851], [1.3534, -5.2814, -5.5516], [2.9963, -4.6627, -3.8059], [-4.6567, 4.7055, -6.1047], [-4.1843, 5.0216, -4.8585], [-4.7233, 5.9191, -4.2575], [-3.0542, 4.2193, -4.3620], [-2.2993, 3.3524, -5.1628], [-1.2471, 2.6324, -4.6451], [-0.8760, 2.7283, -3.2855], [0.4493, 1.8335, -2.6468], [-1.6496, 3.6033, -2.4907], [-2.6963, 4.3276, -3.0128], [-4.1979, 3.9169, -6.4164], [-2.5003, 3.2428, -6.2263], [-0.6703, 1.9748, -5.2826], [-1.3998, 3.6868, -1.4405], [-3.2735, 4.9933, -2.3834]], "fmax_ev_per_a": 0.9, "e_above_lowest_ev": 0.000, "total_charge": -2}